Computed, not measured: C27H30CdN4O3S as an isolated structure in a non-equilibrium geometry, with ωB97M-V/def2-TZVPD.

XYZ file:
```
66
Properties=species:S:1:pos:R:3:forces:R:3
Cd 0.1158 -0.4018 0.0279 0.167 -0.215 0.484
C -3.1456 0.3264 -1.0421 0.036 0.243 0.010
C -3.0815 1.8273 -1.0707 -0.023 -0.078 0.068
C -3.8042 2.5375 -2.0182 -0.073 0.119 -0.012
C -3.7949 3.9253 -2.0481 0.012 -0.007 -0.031
C -3.0462 4.6039 -1.0993 -0.062 0.056 -0.075
C -2.2925 3.9307 -0.1469 0.023 -0.082 0.095
C -1.4614 4.7086 0.8322 -0.025 0.004 0.000
C -2.2865 2.5150 -0.1238 -0.335 0.239 -0.198
N -1.4469 1.8036 0.7076 0.496 -0.286 0.026
C -1.4478 1.9636 2.0221 -0.483 0.019 -0.285
O -2.3063 2.5202 2.7393 0.194 0.021 0.022
C -0.2342 1.3710 2.7140 -0.136 0.199 0.219
C -0.1364 1.3552 4.0999 0.014 -0.002 0.039
C 1.0001 0.8064 4.6762 -0.001 -0.037 -0.186
C 2.0243 0.3469 3.8591 0.005 0.103 0.065
C 1.8664 0.4528 2.4838 0.156 0.125 0.211
N 0.7528 0.9363 1.9483 0.103 -0.330 -0.163
C 2.9858 0.1047 1.5220 0.241 -0.237 -0.210
O 4.1616 0.2246 1.9203 -0.052 -0.003 0.078
N 2.5466 -0.2895 0.3444 -0.849 0.122 -0.192
C 3.3583 -0.4956 -0.7646 0.464 -0.084 -0.230
C 3.9550 0.5887 -1.4305 -0.031 0.006 0.148
C 3.8187 1.9672 -0.8491 -0.021 -0.049 0.001
C 4.6426 0.3708 -2.6166 0.072 -0.019 -0.064
C 4.7640 -0.9032 -3.1493 0.009 -0.009 -0.031
C 4.1941 -1.9758 -2.4776 0.060 0.047 -0.075
C 3.4961 -1.7921 -1.2933 -0.019 -0.002 0.175
C 2.8908 -2.9508 -0.5534 -0.060 0.130 -0.070
H -4.0050 -0.0404 -1.6077 0.007 0.012 -0.060
H -3.2105 -0.0470 -0.0211 0.106 -0.108 -0.048
H -2.2401 -0.1165 -1.4666 -0.060 -0.117 0.069
H -4.4054 1.9928 -2.7410 0.013 -0.051 0.025
H -4.3581 4.4651 -2.8016 -0.021 0.013 0.031
H -3.0425 5.6904 -1.0975 0.052 -0.002 0.003
H -1.4970 5.7772 0.6084 0.030 -0.006 -0.061
H -0.4207 4.3734 0.8004 0.005 -0.006 0.035
H -1.8210 4.5478 1.8499 0.037 -0.017 0.010
H -0.9465 1.7696 4.6820 -0.058 -0.054 -0.027
H 1.0897 0.7403 5.7548 0.003 0.009 0.000
H 2.9359 -0.0760 4.2568 0.046 0.055 -0.039
H 4.2362 1.9910 0.1597 -0.015 0.029 0.000
H 2.7640 2.2458 -0.7708 0.006 0.021 0.025
H 4.3361 2.7065 -1.4637 -0.017 -0.004 -0.036
H 5.0878 1.2150 -3.1352 -0.011 0.021 0.032
H 5.2996 -1.0601 -4.0795 -0.008 0.004 -0.001
H 4.2934 -2.9768 -2.8866 -0.026 -0.024 0.040
H 3.0676 -3.8884 -1.0846 0.012 -0.010 -0.017
H 1.8121 -2.8129 -0.4279 -0.016 -0.089 0.061
H 3.3206 -3.0272 0.4483 -0.052 -0.009 0.017
C -0.8053 0.8494 -4.4211 0.087 0.033 0.090
N -0.7757 -0.6001 -4.4792 0.007 -0.143 0.083
C -1.7816 -1.2073 -5.3180 -0.063 -0.088 0.057
C -0.0909 -1.2773 -3.4866 0.266 1.244 -0.077
C -0.3117 -2.7285 -3.3169 -0.140 -0.710 0.893
O 0.6696 -0.6381 -2.7585 -0.269 -0.478 -0.034
H -0.7159 1.2693 -5.4265 -0.048 -0.035 -0.006
H 0.0352 1.1814 -3.8193 -0.031 0.039 -0.006
H -1.7299 1.2112 -3.9564 0.012 0.014 -0.034
H -1.9150 -0.5905 -6.2090 -0.014 0.015 0.035
H -2.7488 -1.2969 -4.8082 -0.022 0.020 -0.057
H -1.4718 -2.1968 -5.6463 -0.021 0.029 -0.033
H -1.0151 -3.1906 -4.0046 0.060 0.034 0.034
H -0.6778 -2.8602 -2.2597 0.105 0.177 -0.451
H 0.6410 -3.2578 -3.3375 0.074 0.090 -0.085
S -1.0615 -2.4303 0.3055 0.083 0.096 -0.285
```
Forces are in eV/Å.

- total charge = -2
- HOMO-LUMO gap (eV) = 5.21